[1]
15
Properties=species:S:1:pos:R:3:forces:R:3:nbo_charge:R:1 method="wB97M-V/def2-TZVPD" orbital_gap_ev=7.8 e_homo_ev=-7.05 spin_multiplicity=1 e_above_lowest_ev=5.564 lumo_energy_ev=0.76
C -1.95724 -0.07595 -0.13894 -0.090 -0.002 0.024 -0.401
N -0.52388 -0.02818 -0.37722 -0.041 -0.007 -0.172 -0.458
C 0.48142 -1.01880 0.12277 -0.030 -0.252 -0.001 -0.268
C 1.45174 0.04181 -0.46582 -0.026 0.004 0.129 -0.082
O 2.78801 0.10077 -0.09115 0.078 0.008 0.279 -0.711
C 0.40590 1.05654 0.07124 -0.049 0.250 -0.010 -0.268
H -2.18071 -0.04309 0.93222 0.031 -0.006 -0.164 0.206
H -2.43130 0.77772 -0.63071 0.059 -0.120 0.066 0.213
H -2.35921 -1.00108 -0.56063 0.046 0.131 0.053 0.213
H 0.39332 -2.01220 -0.32774 0.036 0.147 0.053 0.195
H 0.40023 -1.07475 1.22325 0.082 0.061 -0.120 0.162
H 0.11090 -0.02972 -1.37448 -0.307 -0.011 0.055 0.403
H 2.85401 0.12891 0.87615 0.082 -0.001 -0.132 0.439
H 0.31906 1.16001 1.16785 0.086 -0.059 -0.117 0.162
H 0.24775 2.01800 -0.42678 0.042 -0.142 0.057 0.196

***

[2]
15
Properties=species:S:1:pos:R:3:forces:R:3:nbo_charge:R:1 method="wB97M-V/def2-TZVPD" smiles="CCC(=O)NC" orbital_gap_ev=10.5 e_homo_ev=-9.58 spin_multiplicity=1 e_above_lowest_ev=0.406 lumo_energy_ev=0.96
C -0.87148 1.89038 1.07180 -0.002 0.059 -0.014 -0.600
C -0.92655 0.36071 0.97261 -0.014 -0.055 -0.001 -0.489
C 0.24318 -0.16200 0.13922 0.216 0.106 0.130 0.671
O 1.35965 0.25833 0.40937 -0.192 -0.045 -0.052 -0.641
N 0.08834 -1.12102 -0.82737 -0.020 0.180 0.126 -0.619
C 1.28945 -1.57976 -1.50959 0.107 -0.056 -0.067 -0.425
H -1.07882 2.36839 0.10851 0.014 -0.104 0.103 0.202
H -1.60188 2.26324 1.79738 0.081 -0.111 -0.122 0.207
H 0.12527 2.20235 1.39453 -0.167 -0.070 -0.064 0.233
H -0.73774 -0.04752 1.97376 -0.103 -0.025 -0.150 0.231
H -1.92386 0.01707 0.67242 0.272 -0.057 -0.205 0.203
H -0.81206 -1.38158 -1.20230 0.100 0.189 0.330 0.396
H 1.50531 -0.99751 -2.41335 -0.083 -0.078 0.108 0.191
H 2.11841 -1.43135 -0.81738 -0.056 -0.096 -0.164 0.241
H 1.22278 -2.63974 -1.76962 -0.153 0.165 0.043 0.197

***

[3]
15
Properties=species:S:1:pos:R:3:forces:R:3:nbo_charge:R:1 method="wB97M-V/def2-TZVPD" smiles="CCCNC=O" orbital_gap_ev=10.7 e_homo_ev=-9.79 spin_multiplicity=1 e_above_lowest_ev=0.442 lumo_energy_ev=0.86
C 1.49955 0.83996 0.67047 0.040 -0.015 0.046 -0.612
C 0.27675 1.08295 -0.20894 -0.007 0.036 -0.064 -0.413
C -0.96093 0.31443 0.25573 -0.074 0.134 0.044 -0.223
N -0.79789 -1.12997 0.16712 0.028 -0.090 -0.103 -0.620
C -0.76865 -1.76953 -1.02840 -0.021 0.054 -0.055 0.524
O -0.88605 -1.22155 -2.10804 0.006 -0.165 0.341 -0.617
H 2.38862 1.32441 0.25445 -0.130 -0.067 0.069 0.216
H 1.34730 1.23426 1.68296 0.011 -0.069 -0.136 0.198
H 1.71606 -0.23131 0.75470 -0.009 0.154 -0.025 0.202
H 0.48187 0.78954 -1.24380 -0.006 0.062 0.143 0.225
H 0.03123 2.15252 -0.22401 0.021 -0.156 0.006 0.204
H -1.82508 0.59829 -0.35435 0.128 -0.031 0.065 0.215
H -1.19494 0.55335 1.29959 0.036 -0.026 -0.148 0.195
H -0.67935 -1.67442 1.00628 -0.004 0.048 -0.147 0.398
H -0.62849 -2.86295 -0.92375 -0.019 0.131 -0.036 0.109